[1]
Entry from the Open Molecules 2025 dataset: C27H37NO9P as an isolated structure (ωB97M-V with the def2-TZVPD basis set).

The energy above the lowest of the compared OMol25 structures with the same formula, charge and spin is 0.00 kcal per mole. The net charge is -1.

Last column: Löwdin charge in e.
Positions of all 75 atoms, in Å:
P: 0.334653 -0.584633 1.716628  0.60
O: 0.837520 0.852706 2.283988  -0.21
O: -0.046146 -0.561275 0.225420  -0.34
O: 0.684496 3.477808 8.758275  0.11
O: 1.414509 -1.792722 1.921644  -0.22
O: 2.902355 3.215166 8.443859  0.08
O: 2.062687 1.051533 5.109081  0.12
O: -2.539362 0.200711 1.272364  -0.08
O: -3.346567 -1.165283 2.942619  -0.05
O: 3.634705 2.086510 6.387829  0.08
N: -4.419771 2.012797 10.272762  -0.07
C: -3.283814 -1.379368 -0.367342  -0.08
C: -2.920938 2.067501 12.264264  -0.17
C: -1.106956 1.580710 7.710310  -0.19
C: 2.554597 2.119140 1.158568  -0.08
C: 4.112174 1.125744 8.552938  0.02
C: -3.642664 -0.179910 0.481268  -0.28
C: -1.841687 1.372080 11.423039  -0.14
C: 0.906440 -2.946319 1.288740  -0.35
C: -5.674816 3.205939 8.485380  -0.17
C: -1.082903 -1.025791 2.732714  -0.14
C: 3.910940 2.424881 7.769743  -0.51
C: -3.459733 2.059532 8.029438  -0.15
C: 1.075007 1.792328 1.265930  -0.33
C: -3.324710 1.856992 9.421456  -0.09
C: 0.050448 1.491521 6.834851  0.11
C: -5.758503 2.371595 9.761415  -0.16
C: -0.988122 1.391809 9.090605  0.00
C: -2.057808 1.521177 9.943747  -0.14
C: 1.292407 1.985340 7.074661  -0.05
C: 1.593296 2.936416 8.153592  -0.39
C: 2.354218 1.673870 6.115776  -0.40
C: -2.372843 1.886441 7.202626  0.03
C: -4.321406 1.777022 11.729038  -0.16
C: -4.750654 2.556216 7.444608  -0.14
C: -2.372588 -0.672200 2.351970  -0.64
C: 5.193548 3.263359 7.778178  0.01
C: 1.834150 -4.141898 1.410979  -0.08
H: -2.398435 -1.161077 -0.966041  0.07
H: -6.298784 2.913853 10.543706  0.11
H: -0.851958 1.772886 11.675906  0.12
H: -2.745343 3.149528 12.251990  0.12
H: 2.762971 -3.966272 0.869588  0.07
H: -2.843762 1.768764 13.318374  0.11
H: -5.260103 1.723855 6.947151  0.13
H: -4.515454 3.278313 6.651792  0.12
H: -4.483584 -0.384571 1.155633  0.10
H: 0.488045 2.689742 1.527166  0.12
H: 4.910646 0.534090 8.109271  0.10
H: 0.658595 1.399989 0.320633  0.09
H: 0.724056 -2.676608 0.233000  0.11
H: -2.483083 2.052280 6.146135  0.13
H: -0.084105 0.981740 5.892900  0.14
H: 3.110926 1.272187 0.759107  0.07
H: 6.011748 2.720371 7.308655  0.09
H: -6.676688 3.368830 8.066272  0.11
H: 4.356327 1.339991 9.591516  0.09
H: -3.917022 0.686120 -0.132273  0.11
H: -0.924239 -1.652623 3.582049  0.05
H: 2.748413 2.987121 0.526813  0.06
H: -4.601474 0.737083 11.924788  0.12
H: -3.025751 -2.224500 0.271779  0.08
H: -5.065467 2.399840 12.235475  0.11
H: 5.464534 3.531549 8.797670  0.09
H: 2.956359 2.319581 2.151971  0.07
H: -5.292416 4.203524 8.731551  0.12
H: -6.314681 1.446116 9.582959  0.12
H: 1.384388 -5.056439 1.021547  0.07
H: 3.200531 0.533046 8.532664  0.09
H: -0.079195 -3.161731 1.736780  0.11
H: 2.094680 -4.309979 2.455415  0.07
H: -1.798543 0.305649 11.671107  0.12
H: -4.093502 -1.682628 -1.031989  0.06
H: -0.014997 1.184578 9.497194  0.12
H: 5.019490 4.180174 7.218597  0.09

Cartesian forces, eV/Å:
-4.37 -0.94 -1.38
0.59 -1.57 -0.39
1.50 0.54 2.19
1.88 0.22 -0.13
0.73 1.35 0.82
-0.29 -0.31 -1.10
1.66 1.00 1.04
0.10 -0.15 0.62
-0.86 0.58 -0.45
-0.73 0.55 0.76
-0.15 0.75 0.36
0.23 -0.15 -0.19
0.15 0.14 -0.11
-0.18 -0.15 0.25
0.05 -0.10 0.21
-0.23 0.10 -0.13
-0.59 0.25 0.04
0.00 -0.16 0.38
-0.87 -0.98 -0.95
0.20 0.10 -0.08
2.39 1.20 -1.61
0.92 -0.44 0.37
-0.11 0.25 0.53
-0.04 1.28 -0.91
-0.45 0.12 0.18
0.07 0.33 0.33
0.73 -0.41 -0.08
-0.28 0.18 -0.47
-0.16 0.11 -0.04
0.48 0.15 0.46
-1.76 0.31 0.88
-1.04 -1.53 -1.89
0.63 -0.19 0.26
0.21 -0.17 -0.86
-0.45 -0.03 -0.16
0.18 -1.12 1.11
-0.62 0.05 -0.28
0.33 0.44 0.29
0.00 0.06 0.02
0.16 0.01 -0.04
-0.19 -0.02 -0.01
-0.07 -0.08 -0.15
0.09 0.01 -0.06
-0.10 -0.06 -0.24
-0.10 0.04 0.07
-0.12 -0.13 0.16
0.03 -0.12 -0.24
0.27 -0.19 0.01
0.02 0.06 -0.07
0.31 0.31 0.31
0.07 -0.38 0.36
-0.09 0.01 -0.35
0.04 -0.11 -0.28
-0.01 -0.10 -0.09
-0.08 -0.10 0.02
0.17 -0.18 0.12
0.02 0.10 0.01
0.19 -0.06 0.00
-0.15 -0.23 0.41
-0.12 0.02 -0.08
0.07 -0.14 0.19
-0.07 -0.01 0.07
0.09 0.03 -0.13
-0.07 -0.11 0.04
0.01 0.08 0.06
0.07 -0.13 0.08
-0.18 -0.04 -0.16
-0.18 0.15 -0.05
-0.12 -0.09 0.00
0.28 -0.11 -0.18
-0.01 -0.07 0.10
-0.12 0.00 0.08
-0.17 0.04 0.01
0.21 -0.13 0.19
0.00 0.05 -0.05

***

[2]
Entry from the Open Molecules 2025 dataset: C27H38BN8S3Sn as an isolated structure (ωB97M-V with the def2-TZVPD basis set).

The energy above the lowest of the compared OMol25 structures with the same formula, charge and spin is 0.00 kcal per mole. The net charge is +3.

Last column: Löwdin charge in e.
Positions of all 78 atoms, in Å:
Sn: -0.655658 0.803415 -0.217521  0.78
S: -0.220368 0.042290 -2.436929  0.78
S: 1.403002 1.591762 0.724605  0.77
S: -1.348209 -1.123143 1.017921  0.77
N: 1.752628 0.112075 3.066065  0.04
N: 1.793870 -1.072673 1.217473  0.02
N: 2.393242 0.818372 -2.962997  0.04
N: 0.483939 -2.434055 -0.557873  0.03
N: -6.303435 1.547503 2.674181  0.24
N: -2.199790 2.191626 0.348939  -0.12
N: 2.203756 -0.640786 -1.331559  0.02
N: -1.535035 -3.283119 -0.719878  0.04
C: 1.700185 1.177818 4.164866  -0.52
C: 2.621604 3.165155 -3.634076  -0.01
C: -5.386980 2.007088 2.158843  -0.14
C: 1.913995 -1.210082 3.412747  0.01
C: -0.788513 -2.332159 -0.129478  -0.60
C: 3.528191 -0.318497 -1.456061  0.00
C: -0.707169 -3.991334 -1.561463  0.01
C: 2.240637 1.783786 -4.155367  -0.51
C: -3.947958 3.942272 1.581321  0.08
C: 2.894857 0.937432 5.087920  -0.01
C: 0.831143 1.800665 -4.725308  -0.07
C: 3.204185 1.301214 -5.238427  -0.01
C: -3.609755 -3.318994 -2.025295  -0.01
C: -4.220961 2.575751 1.543493  -0.15
C: -3.330374 1.726981 0.910358  -0.06
C: -2.789387 4.411877 0.977405  0.03
C: 1.791746 2.592155 3.610408  -0.07
C: -3.024180 -3.659434 -0.658928  -0.52
C: -1.932454 3.518652 0.376725  -0.08
C: 0.533843 -3.471600 -1.460095  0.00
C: -3.776100 -2.917904 0.435481  -0.07
C: 3.645176 0.581796 -2.459865  0.01
C: 1.944143 -1.936915 2.275620  0.00
C: 0.376167 0.974317 4.895972  -0.01
C: -3.089624 -5.158882 -0.371134  -0.01
C: 1.520806 0.071160 -2.254492  -0.62
C: 1.671239 0.168956 1.724304  -0.61
B: 1.809433 -1.682301 -0.225062  -0.54
H: -2.587126 -5.406176 0.564431  0.11
H: 2.963507 0.287886 -5.561252  0.11
H: -3.336172 -3.060722 1.423048  0.08
H: 2.085938 -2.994197 2.130213  0.15
H: 0.873246 2.406802 -5.629424  0.11
H: -4.778549 -3.342825 0.464606  0.11
H: 2.470547 3.894773 -4.428925  0.11
H: 0.346594 0.029746 5.439239  0.10
H: -1.060322 -4.820913 -2.145079  0.14
H: 4.287162 -0.773297 -0.842716  0.15
H: 4.247112 1.334584 -4.929817  0.09
H: 0.240953 1.776878 5.620273  0.11
H: -3.532702 0.665973 0.838678  0.10
H: 1.453302 -3.766921 -1.935528  0.15
H: -3.880439 -1.855289 0.225745  0.05
H: 2.672386 -2.506050 -0.232710  0.14
H: 2.007717 -1.527582 4.434332  0.14
H: 2.640815 2.726813 2.939150  0.08
H: -4.678249 -3.531637 -2.013439  0.11
H: 3.837591 1.026620 4.546996  0.11
H: -2.667052 -5.765288 -1.169838  0.09
H: 1.949166 3.254794 4.460090  0.11
H: 0.878529 2.907444 3.109286  0.06
H: 4.525302 1.049193 -2.860959  0.14
H: -3.477930 -2.260234 -2.258232  0.09
H: 0.105572 2.260666 -4.058255  0.06
H: 2.880891 1.697020 5.868197  0.11
H: 1.994949 3.454272 -2.787616  0.09
H: 2.864409 -0.029100 5.586141  0.09
H: -1.021862 3.850547 -0.105904  0.13
H: 0.483866 0.810122 -5.020634  0.08
H: 3.104081 1.961551 -6.098806  0.11
H: -0.462994 0.999677 4.196502  0.09
H: -3.165118 -3.911135 -2.824628  0.09
H: -4.137039 -5.442092 -0.276817  0.11
H: -2.550927 5.466341 0.970810  0.14
H: 3.666876 3.219431 -3.330995  0.09
H: -4.635872 4.620087 2.070994  0.16

Cartesian forces, eV/Å:
0.10 -0.37 0.24
-0.18 0.13 -0.12
-0.04 0.17 0.05
-0.04 -0.04 0.07
0.01 0.04 0.06
0.10 -0.05 -0.02
-0.14 0.09 -0.13
0.04 -0.04 0.03
0.03 -0.04 -0.04
0.02 0.22 0.02
-0.14 -0.10 0.09
-0.09 0.03 -0.09
0.01 -0.03 -0.02
-0.01 0.03 -0.01
-0.03 0.11 0.02
-0.01 0.03 -0.01
-0.10 -0.02 -0.06
0.09 0.05 -0.08
-0.01 -0.02 0.03
0.02 -0.13 0.12
-0.01 0.01 -0.01
0.02 0.00 -0.03
0.01 0.00 0.01
-0.01 0.00 -0.02
-0.02 0.01 -0.01
-0.04 -0.07 0.00
0.01 0.00 -0.12
-0.02 0.03 -0.04
-0.01 -0.01 -0.04
0.13 0.00 0.06
-0.04 -0.08 -0.05
0.00 0.02 0.00
0.01 -0.01 -0.01
0.06 -0.07 0.08
0.01 -0.01 -0.02
-0.02 0.00 0.00
-0.01 0.00 0.01
0.31 0.10 0.00
-0.07 -0.07 -0.05
-0.02 0.06 -0.08
-0.01 0.01 0.00
-0.01 0.00 0.00
0.00 -0.02 -0.01
0.00 0.01 0.00
-0.03 0.00 0.00
-0.01 0.02 0.02
0.02 0.00 0.00
0.01 -0.01 -0.03
0.01 0.00 -0.01
-0.02 -0.01 0.00
0.00 0.01 0.00
0.01 -0.01 0.01
0.07 -0.01 0.07
0.00 -0.01 0.01
-0.02 0.00 -0.01
-0.01 0.02 0.02
0.03 0.00 0.00
0.03 -0.01 0.04
0.00 -0.01 -0.01
-0.01 0.01 0.00
-0.01 0.00 0.00
-0.03 0.02 -0.01
0.00 0.00 0.01
0.00 -0.01 -0.01
-0.01 0.00 0.01
0.01 0.01 0.00
0.00 -0.01 0.00
-0.01 0.00 -0.01
-0.01 0.01 0.01
0.03 -0.01 0.05
0.02 0.00 -0.02
0.01 -0.01 0.00
0.00 0.04 0.01
0.01 0.01 0.01
0.01 -0.01 -0.01
0.00 0.00 0.01
-0.01 -0.01 0.01
0.00 0.00 0.00

***

[3]
Entry from the Open Molecules 2025 dataset: C27H38BrCrIN11O5 as an isolated structure (ωB97M-V with the def2-TZVPD basis set).

The energy above the lowest of the compared OMol25 structures with the same formula, charge and spin is 0.00 kcal per mole. The net charge is +1. Its spin multiplicity is 5. The expectation value of S² is 6.01.

Last column: Löwdin charge in e.
Positions of all 84 atoms, in Å:
I: 11.299363 11.983854 6.935986  1.19
Br: 9.029056 12.911081 4.562610  0.69
Cr: 14.086495 9.493025 9.879985  0.78
O: 8.790535 8.913478 7.581439  0.12
O: 15.112754 6.797611 11.428970  0.09
O: 11.496042 8.653821 6.900696  0.03
O: 13.225374 9.445973 8.108474  -0.20
O: 7.702050 7.852999 9.199196  0.11
N: 13.803042 14.021322 9.074461  -0.06
N: 14.870915 9.018281 11.893338  0.08
N: 11.412138 8.409499 11.369524  0.03
N: 18.236520 8.367030 9.122189  -0.07
N: 12.121200 8.803511 10.326954  -0.01
N: 14.525342 11.913884 9.809710  0.06
N: 16.093794 9.526584 9.144892  0.00
N: 12.595090 12.950234 10.547628  -0.09
N: 16.415997 7.471486 8.072935  -0.07
N: 15.769572 9.071081 13.972724  -0.09
N: 15.230501 11.112929 12.841715  0.24
C: 7.116657 12.999675 6.697370  -0.11
C: 8.715853 8.342243 8.765390  -0.48
C: 9.998384 8.400491 9.667220  0.01
C: 7.545689 12.375865 8.996058  -0.08
C: 15.269054 9.788057 12.920310  -0.36
C: 15.203903 7.735460 12.171885  -0.49
C: 15.882792 7.684457 13.573767  -0.02
C: 15.823894 11.892135 9.066466  -0.20
C: 18.754671 8.670669 10.427887  -0.07
C: 8.441738 12.736664 6.400133  -0.70
C: 13.720185 12.900512 9.793178  -0.45
C: 12.173443 12.133960 11.655236  -0.05
C: 6.654914 12.704754 7.973137  -0.06
C: 14.463223 14.094131 7.765072  -0.04
C: 10.149136 8.110201 11.020563  0.01
C: 16.834274 8.491292 8.849528  -0.31
C: 15.202327 7.509725 7.246025  0.01
C: 12.035073 8.987817 7.953254  -0.65
C: 8.852597 12.134863 8.643273  -0.17
C: 11.324981 8.771453 9.282917  -0.13
C: 12.643724 14.873462 9.245849  -0.13
C: 11.901053 14.258996 10.428225  -0.09
C: 9.326622 12.327701 7.336760  -0.77
C: 16.725773 10.791500 9.540930  -0.23
C: 17.540044 6.652590 7.700504  -0.12
C: 18.607720 6.979507 8.735015  -0.12
C: 16.485349 9.596674 15.090432  -0.03
H: 18.505866 9.706255 10.697168  0.07
H: 10.852372 14.116709 10.263391  0.11
H: 9.380257 7.749115 11.705015  0.15
H: 17.819743 7.027257 6.733149  0.13
H: 19.868808 8.610726 10.335597  0.12
H: 6.448645 13.331062 5.929741  0.10
H: 14.906304 11.562341 11.996756  0.07
H: 17.615801 10.947684 8.968440  0.12
H: 14.818655 8.498327 7.210919  0.05
H: 11.848302 8.341718 12.293418  0.18
H: 16.893377 7.357785 13.441644  0.13
H: 15.511182 14.254795 7.782064  0.08
H: 15.812704 10.240223 15.726221  0.12
H: 18.362793 8.042873 11.235695  0.09
H: 7.181427 12.172108 9.992289  0.11
H: 5.612719 12.929082 8.204147  0.11
H: 14.394803 6.950096 7.691246  0.09
H: 17.297111 5.623829 7.623213  0.12
H: 12.490699 11.070056 11.599136  0.05
H: 14.215887 13.273971 7.131027  0.06
H: 12.048988 14.850613 8.319510  0.10
H: 12.599245 12.586604 12.593453  0.10
H: 15.623792 11.662538 8.042058  0.11
H: 14.067896 14.912832 7.235444  0.08
H: 12.983253 15.904498 9.419722  0.13
H: 16.908892 10.927124 10.602795  0.09
H: 15.247423 11.667767 13.656104  0.11
H: 9.537367 11.868924 9.467464  0.09
H: 15.430303 7.107888 6.254281  0.11
H: 9.764733 8.938080 7.300049  0.09
H: 16.342464 12.869281 9.147656  0.13
H: 16.831090 8.795222 15.698499  0.09
H: 18.536983 6.228095 9.560154  0.13
H: 15.346499 6.989030 14.252908  0.15
H: 12.138908 14.839152 11.340423  0.13
H: 17.366952 10.107271 14.786740  0.09
H: 19.639210 6.904164 8.421293  0.12
H: 11.080330 12.139771 11.746001  0.09

Cartesian forces, eV/Å:
0.66 0.07 0.04
-0.48 0.14 0.61
0.35 -0.17 0.36
1.59 -0.11 -0.34
-0.38 -0.39 -0.37
-0.02 0.36 0.66
-0.43 0.10 -0.44
0.58 0.36 -0.07
0.86 1.18 -1.33
-0.51 1.44 -0.37
-0.23 -0.39 1.23
-1.37 -1.51 -0.35
1.00 0.21 0.03
1.79 -2.27 0.56
-0.09 -0.13 0.76
-1.80 0.42 0.08
-0.41 0.36 1.00
-0.58 0.40 -1.11
-0.01 -0.35 0.08
-0.14 -0.83 0.57
0.15 -0.54 1.79
0.39 -0.17 -0.98
-0.51 -0.71 -1.00
0.37 -1.05 0.15
1.21 -0.91 0.84
-1.80 -0.13 -0.43
-1.13 1.24 0.83
0.78 1.42 0.29
-0.17 0.51 -2.13
-0.54 -0.23 0.24
0.92 -0.11 0.86
-0.36 1.35 0.19
-0.62 -0.14 0.58
-1.36 0.27 -0.45
0.96 0.39 -0.30
0.82 -0.57 0.31
-0.12 -0.30 0.14
0.96 0.25 1.06
-0.85 0.10 -0.70
-0.29 0.56 -0.49
2.05 -0.38 0.34
0.01 -0.35 1.65
-0.84 -0.13 -0.36
0.63 0.70 -0.38
-0.80 -0.40 0.32
-1.22 1.04 0.92
0.31 -0.35 -0.06
-0.60 0.08 0.05
0.49 0.19 -0.10
0.57 -0.16 -0.81
-0.93 -0.10 0.45
-0.23 0.10 -0.26
-0.18 -0.17 -0.55
1.02 -0.13 -0.06
0.07 0.92 -0.42
-0.35 -0.04 -0.73
0.75 -0.14 0.05
0.94 -0.06 0.34
0.84 -0.48 -0.58
0.16 -0.35 -0.16
0.10 0.13 0.09
0.22 -0.29 -0.05
-0.11 -0.60 0.18
-0.23 -0.99 0.06
-0.04 0.77 -0.22
-0.04 -1.01 -0.24
0.01 0.04 0.30
-0.48 -0.56 -0.40
-0.06 0.14 -0.89
-0.64 1.30 -0.39
-0.32 -0.23 0.02
0.13 -0.26 0.29
0.29 0.51 0.91
-0.12 -0.04 -0.72
-0.03 0.14 0.16
-0.93 0.01 -0.12
-0.20 -0.52 0.00
0.00 -0.75 0.54
-0.26 0.84 -0.03
0.34 0.42 -0.36
-0.60 -0.15 -0.22
0.71 0.87 -0.28
0.13 0.26 -0.54
0.23 0.09 -0.16